Entry from the OMol25 dataset: a cluster of 29 separate species, C57H172O29 in total (ωB97M-V/def2-TZVPD).

Geometry as XYZ:
```
258
Properties=species:S:1:pos:R:3:forces:R:3
O -3.142956 9.191456 2.157186 -0.230 0.657 -0.278
O 3.104794 6.682137 0.053324 0.036 -0.024 0.007
O -2.528725 -1.856867 -2.869106 -0.205 -0.736 -0.275
O -2.720123 -5.808876 6.271007 -0.373 -0.668 0.172
O -3.312070 -3.218122 -0.206549 0.102 -0.359 0.577
O -0.679795 -0.549769 3.890618 -0.020 0.457 0.254
O 0.312887 3.550615 6.288161 1.239 0.494 1.810
O 5.664814 2.791495 1.054432 2.108 1.989 0.154
O 2.755940 1.384070 -5.593701 -0.810 0.015 -0.376
O 0.493290 4.052092 -3.959501 -0.010 0.300 -0.131
O 5.248534 -5.923442 3.971106 -0.054 -0.119 -0.536
O 0.547058 -4.850856 2.121041 -0.549 -0.032 0.054
O -5.328155 1.515727 -0.479688 -0.825 0.420 0.735
O -4.626386 -3.366945 -4.024204 -0.916 -0.754 0.589
O -1.486688 -2.707124 1.942220 0.104 0.747 0.445
O -5.829925 -1.500691 3.522443 -1.898 -2.072 0.070
O 2.301148 -1.399825 -4.155839 -0.306 0.674 0.892
O 8.727021 -1.341183 2.538261 0.946 2.099 -0.136
O -0.074961 4.473188 -9.122248 -2.741 1.369 -2.792
O -3.219229 1.022039 -2.196943 -0.798 -1.860 1.028
O 3.261047 -2.316972 -1.836449 -2.059 -0.728 0.533
O 0.391933 0.816061 6.043981 0.322 -0.188 0.185
O -5.658084 3.429837 3.626808 0.120 -0.651 1.481
O 1.895043 -4.351533 -0.643783 -0.297 -0.258 1.435
O 1.081826 1.561250 -3.404078 -0.048 -0.852 0.823
O -5.640674 -1.156243 -1.140309 0.291 -1.322 0.531
O 2.852625 -3.420092 3.938085 0.853 -0.812 -0.692
O -7.143231 2.309133 1.699474 -0.473 -0.012 0.115
O -0.514179 -0.106921 -1.799901 -1.555 -0.176 1.113
C 0.938567 -0.580917 0.076424 1.161 -0.441 -0.446
C -1.638035 -4.912378 6.087183 -0.135 -0.300 1.643
C 4.615432 -6.469292 2.807334 -0.921 0.478 -0.251
C 1.346651 -5.262471 -1.556464 1.026 0.766 -1.172
C -0.093335 3.183300 -7.194922 -0.081 -0.885 0.415
C -2.306786 1.381052 -4.370463 -1.020 -0.082 -0.738
C 0.148244 -4.538185 -2.231218 0.368 -1.074 0.695
C 5.038938 1.862529 -6.292867 -0.714 -0.228 -0.767
C 4.610462 -2.331677 -2.007226 2.460 2.325 0.395
C 5.231919 -2.887006 -0.727322 -0.299 -0.900 -0.548
C 4.383426 1.607044 -3.950487 -0.575 0.820 0.598
C -2.941735 3.236041 -2.735475 -0.245 0.495 -0.708
C -6.072652 5.412309 2.462684 0.553 1.296 0.292
C -1.544096 3.789057 4.931332 -0.565 1.030 -0.121
C 4.501793 0.935487 0.286036 -0.343 -1.265 0.287
C -0.431889 -0.101314 -0.348114 1.274 1.123 0.717
C 3.618847 2.271347 2.220966 -0.806 0.417 0.686
C 7.644029 -1.875559 1.816898 -0.052 -1.154 2.154
C -6.556850 -1.990695 -0.416703 -1.954 -0.185 -0.517
C -6.723161 -3.355714 -1.100516 0.412 0.160 -0.543
C 0.944827 5.770722 0.121612 0.065 -1.514 0.116
C 0.254997 -1.372259 -5.362973 -0.013 -0.750 -1.221
C -1.806012 -3.784933 7.109893 -0.141 0.753 -0.387
C 2.201485 6.001442 0.954558 -0.149 1.589 -0.102
C 0.745204 3.896342 -8.259627 1.834 -1.433 2.845
C 1.998194 6.883498 2.212697 0.546 -0.486 -0.539
C 4.645083 -5.491659 1.604510 0.620 -0.684 0.503
C -0.639895 1.285781 0.323858 -0.895 0.530 -1.293
C -4.640201 -0.837249 3.364071 0.631 0.672 2.463
C 4.405239 2.308506 0.926988 -1.424 -1.963 -0.098
C -1.689115 -4.485041 4.681987 0.158 1.673 -0.664
C 2.783756 -0.987771 3.847781 -0.239 -1.097 0.027
C -5.359403 -5.697459 -4.171730 0.793 0.810 -0.401
C 2.507414 -5.540625 -2.543004 -1.115 -0.966 -0.684
C 0.716744 3.692465 3.971650 0.527 0.516 1.128
C -4.317986 -0.154032 4.706537 0.480 0.334 0.320
C -4.236065 -4.715006 -3.698032 -1.234 0.182 -0.748
C 1.689892 4.943731 -7.738103 1.120 -0.268 1.108
C 8.199850 -3.248897 1.375753 -1.911 0.037 -1.185
C -0.082510 4.228576 5.154789 -2.081 -1.496 -2.267
C 6.444234 -1.866547 2.818307 -0.126 -1.167 -0.598
C -7.835032 -1.135000 -0.236528 -0.347 0.235 0.357
C 1.487405 -2.148973 -5.030867 1.545 -1.168 -0.910
C 1.861356 -2.397554 5.823079 -1.611 1.118 -0.700
C -3.120168 7.830654 1.801776 1.025 -1.210 0.773
C 3.916741 2.110885 -5.289181 2.354 -0.746 -0.345
C 2.442273 -2.446604 -6.230073 -1.023 -1.246 -0.147
C 5.029464 -2.991754 -3.306564 0.519 -1.283 0.799
C -1.758660 7.149142 2.192639 -0.761 -0.077 -0.124
C -2.969006 -4.914302 -4.448262 1.217 -1.177 -0.682
C -4.724786 0.058404 2.193782 0.711 1.146 -0.618
C -3.550297 7.702221 0.361170 0.555 -0.029 -0.752
C -4.027765 4.023227 2.030097 0.934 0.550 -0.046
C 3.190861 -6.934118 3.164494 0.509 -0.450 -0.035
C -5.034864 4.538439 3.068653 0.857 -1.215 -0.540
C -3.312038 1.865160 -3.294395 1.887 1.052 -0.088
C 2.082089 -2.306838 4.313814 0.112 1.209 0.133
H 4.093607 -5.959874 0.789187 -0.088 0.304 -0.132
H 4.829654 -3.899702 -0.700305 0.570 -0.517 0.177
H 2.982851 7.267391 2.479474 0.030 -0.150 0.292
H 2.054713 -0.501631 -4.388459 0.424 0.499 0.388
H 1.204868 5.820588 -7.309180 -0.304 0.071 -0.313
H 2.751454 5.095823 1.210456 -0.713 -0.412 0.353
H 2.982480 -1.650527 -6.742463 -0.638 0.696 0.282
H 3.730869 -0.931626 4.384367 0.199 0.266 -0.100
H 2.242265 -0.050782 3.977931 -0.239 -0.193 0.466
H 8.944516 -3.747252 1.996411 -0.366 0.439 0.489
H 2.666565 -7.267176 2.268786 -0.138 0.132 -0.006
H 0.544505 6.653753 -0.376500 0.360 0.095 0.111
H -0.183817 4.721709 -4.056321 -0.331 0.090 -0.060
H 3.619984 3.214738 2.766954 0.169 0.403 -0.359
H 4.653677 -5.205038 4.198336 0.056 0.171 0.369
H -5.648839 2.144517 -1.126229 -0.100 0.104 -0.289
H -3.140811 3.930717 -3.551499 0.161 0.654 0.348
H 2.791235 -4.629409 -3.069515 -0.052 0.012 0.101
H 1.088386 -6.173200 -1.016114 -0.362 0.016 -0.110
H 3.729374 2.099970 -3.231216 0.231 -0.284 0.603
H -1.736629 6.076544 1.999869 -0.216 -0.018 -0.743
H -4.512400 3.472916 1.223642 -0.078 0.111 -0.073
H -7.301031 -4.106035 -0.560903 -0.379 0.516 0.345
H -5.531970 6.345378 2.304126 -0.534 0.298 -0.777
H -2.572007 9.409722 2.897443 0.043 -0.387 0.083
H -6.826473 5.638972 3.216673 -0.261 -0.210 -0.224
H -2.980738 -3.315258 -1.099310 0.171 0.218 -0.389
H 2.795299 -2.403334 6.385059 -0.016 -0.395 -0.058
H -4.495816 5.066068 3.855496 -0.009 0.029 0.180
H -6.259904 3.097546 2.956728 -0.410 -0.381 -0.124
H -2.686689 0.444211 -4.778004 0.107 -0.291 0.177
H 3.821995 2.915036 0.234143 0.361 0.575 -0.105
H -4.055087 -4.887285 -2.637052 -0.153 0.360 0.344
H -6.472268 4.969039 1.550587 -0.131 0.279 0.029
H 1.229474 4.999733 -0.594371 0.038 0.290 -0.644
H -7.546806 -0.321063 0.428702 -0.070 0.039 0.388
H 8.722353 -1.712800 3.423403 -0.095 -0.089 -0.023
H 3.898015 1.566435 3.004089 0.442 -0.489 -0.426
H -0.616557 -4.443794 -1.460333 -0.351 -0.206 -0.186
H 4.524276 -2.606418 -4.192227 -0.183 -0.118 0.292
H -1.776725 -4.105972 8.151136 -0.156 -0.361 -0.066
H -4.285084 1.027889 2.427979 0.699 -0.051 -0.301
H 0.704375 -0.607736 -5.996756 -0.870 1.178 0.428
H 5.154557 0.810911 -6.555215 0.136 -0.301 0.584
H -0.088332 2.101539 -0.143492 0.733 -0.219 -0.239
H 2.590915 -6.205120 3.709224 0.129 0.252 -0.164
H -5.683858 -0.322038 -0.667206 0.099 0.456 -0.121
H 4.900408 -1.284285 -2.090780 0.433 0.515 0.057
H 6.321518 -2.857592 -0.724064 -0.067 -0.247 -0.217
H -0.379745 -1.165579 -4.501309 0.467 0.765 -0.018
H 1.347288 3.132143 -8.751159 0.007 -0.145 -0.296
H 0.340666 4.228953 6.966895 0.149 -0.484 0.567
H 2.881692 -1.962881 -2.644102 -0.600 0.342 -0.488
H -3.984436 -2.793032 -3.599790 0.267 0.203 0.031
H 6.577341 -2.643200 3.571438 0.313 -0.052 0.265
H -3.316850 6.711041 -0.027622 -0.080 -0.176 0.139
H -7.121070 -3.269508 -2.111624 -0.075 0.139 -0.006
H 4.757309 2.288313 -7.255928 0.338 0.568 -0.095
H 4.891437 -2.488807 0.228508 -0.274 0.713 -0.380
H 5.972771 2.259454 -5.894740 -0.052 0.077 -0.398
H 6.214598 2.228567 1.604396 -0.117 -0.195 0.095
H 1.205869 -2.432734 3.677815 -0.497 0.057 0.597
H 1.849390 -3.002417 -6.956474 0.166 -0.036 -0.400
H -0.759988 2.471084 -7.681159 0.106 -0.153 -0.264
H 1.629093 0.210965 0.366588 -0.508 0.381 0.852
H 0.754309 2.433377 -3.624001 -0.367 0.519 -0.141
H 0.462732 2.637482 3.868768 0.259 0.011 -0.316
H -4.513300 1.180993 -0.854100 0.925 -0.088 -0.472
H 3.947950 6.233204 0.148996 0.193 0.236 -0.132
H -0.146084 0.335465 5.414862 -0.318 -0.472 -0.302
H -1.801711 4.008567 3.895208 -0.554 0.391 0.163
H -1.092190 -2.963125 7.053503 0.383 -0.165 -0.312
H 3.287551 -7.803065 3.815408 -0.093 -0.023 0.106
H -1.190374 -0.747588 0.093618 -0.109 -0.306 -0.697
H -8.697441 -1.627055 0.213194 0.271 -0.394 0.281
H 1.726214 3.823870 4.361278 0.463 -0.396 -0.706
H -8.275715 -0.589852 -1.071216 0.526 -0.460 -0.775
H 1.595748 6.279788 3.026137 -0.069 0.179 0.084
H -1.911003 3.313962 -2.389639 0.405 -0.307 -0.567
H 1.552649 -0.923551 -0.756407 -0.546 -0.751 -0.302
H -6.574674 -0.896100 3.559960 0.101 0.252 0.023
H 0.577535 4.276699 3.062039 -0.110 -0.203 -0.028
H -1.276764 1.221767 -4.051437 -0.194 0.135 0.462
H -1.815973 2.742913 5.071963 1.127 -0.465 -0.130
H 4.245608 0.528734 -3.870770 0.291 -0.003 -0.042
H 1.387256 7.770402 2.044628 -0.202 -0.214 -0.218
H 7.307469 -3.863628 1.257923 0.264 -0.668 -0.147
H -7.762995 2.770131 1.134151 -0.311 0.129 -0.054
H 5.679951 -5.354722 1.290848 0.093 -0.163 -0.105
H -5.006620 0.632198 5.015939 -0.395 -0.002 -0.324
H 0.459234 2.621449 -6.441859 0.321 0.062 -0.080
H 5.495638 -2.150083 2.362369 -0.086 0.141 -0.291
H 5.149170 -7.378840 2.531754 0.349 0.154 0.048
H -0.858587 7.591607 1.765804 -0.146 0.180 0.101
H -2.265180 2.014309 -5.256671 -0.084 0.455 0.116
H 1.781730 1.401063 -4.037098 0.117 -0.004 -0.393
H -0.188399 -5.104726 -3.099438 -0.320 0.208 0.003
H -3.337779 0.320684 4.750563 0.241 -0.040 -0.362
H -6.288874 -2.208334 0.617181 0.823 0.189 0.158
H 4.288296 -4.481593 1.805914 -0.513 -0.179 0.233
H -4.968655 -6.714956 -4.160251 -0.139 -0.061 0.190
H 1.047473 -4.814677 1.305870 0.379 0.209 -0.597
H 3.393867 -6.010903 -2.117396 -0.078 0.272 0.485
H -5.585705 -5.453941 -5.209798 0.153 0.015 -0.190
H -1.199102 -1.250733 3.496671 -0.341 -0.568 -0.430
H -2.995503 -1.037341 -2.705616 -0.235 0.586 0.292
H 2.685497 1.228407 -6.538374 -0.088 0.112 -0.139
H -4.235483 -0.456137 1.366776 -0.190 0.514 -0.466
H 7.305783 -1.265258 0.979504 0.769 0.249 -0.136
H 4.823928 -4.038283 -3.081522 -0.276 -0.337 -0.855
H 0.097476 0.505853 -2.214621 0.740 0.406 -0.037
H 2.327089 -3.730919 -1.235203 0.563 1.060 0.440
H -2.220221 4.206083 5.677686 -0.177 0.772 -0.316
H -4.307601 -0.902948 5.498443 -0.134 -0.139 -0.053
H 0.890872 -1.382520 0.813476 0.134 0.102 0.114
H 8.654627 -3.151238 0.389997 0.037 0.040 -0.059
H -1.303133 -5.204681 3.960016 -0.123 0.171 0.071
H 0.082540 5.303297 5.231232 -0.367 0.150 0.115
H 1.140809 -3.187654 6.034366 0.648 -0.565 0.207
H -4.089932 -2.667820 -0.297804 -0.335 0.384 -0.207
H -0.426845 1.352024 1.390783 -0.078 -0.530 -0.019
H 2.951642 -1.097172 2.776363 0.323 0.007 -0.085
H 0.054512 1.711312 6.013777 0.114 0.363 0.343
H -3.154394 -4.946162 -5.521905 -0.112 0.242 -0.088
H -0.737992 4.850136 -8.539227 -0.547 0.486 -0.593
H -4.338119 1.851831 -3.661923 0.029 -0.082 -0.042
H -5.759379 -3.854266 -1.203785 0.266 0.244 -0.069
H 1.211505 -4.882636 2.809321 0.253 0.126 0.294
H 2.567877 2.087091 1.998251 -0.147 -0.192 -0.035
H 4.760624 0.163561 1.010762 0.050 0.028 0.594
H 3.258424 -3.106528 -5.935980 -0.208 -0.199 0.363
H 5.412561 1.926244 -3.785911 -0.090 -0.212 0.268
H -2.302454 1.041298 -1.912756 0.576 -0.421 0.186
H 6.295425 -0.916438 3.331392 0.297 0.146 -0.264
H 2.168324 -6.256030 -3.292219 -0.063 -0.022 -0.316
H -3.807371 7.257873 2.424485 -0.456 0.191 0.087
H -3.882116 -1.618091 3.303302 0.078 -0.050 -0.636
H -0.925004 -3.480732 1.894669 0.565 -0.516 0.207
H -2.765465 -3.311354 6.901868 -0.238 -0.070 0.205
H -1.613689 -1.654964 -2.673722 0.424 0.285 0.266
H 3.678058 -3.353582 4.423703 0.248 -0.020 0.091
H -0.727306 -5.459336 6.331141 0.435 0.018 -0.259
H 3.547741 0.576058 -0.099574 0.113 0.153 -0.429
H -2.215498 -4.152022 -4.250155 -0.238 0.219 0.110
H -4.601207 7.894667 0.145199 -0.071 0.052 0.475
H -2.678507 -4.113274 4.415570 -0.419 -0.691 -0.022
H 0.119705 5.256709 0.614608 -0.037 0.324 0.647
H -6.327127 -5.634533 -3.674091 0.328 0.090 0.510
H -0.403086 -1.910620 -6.045020 0.107 -0.334 -0.077
H -2.989192 8.397840 -0.262829 0.144 0.138 0.054
H 5.316433 0.828717 -0.430253 -0.311 0.533 -0.463
H 1.225235 4.509075 -3.545196 0.324 0.178 0.193
H 2.406381 5.231356 -8.507536 -0.187 0.220 -0.039
H 0.109124 -0.503013 3.350560 0.215 -0.026 -0.216
H -3.393373 4.814239 1.630194 -0.469 0.460 -0.492
H 2.263377 4.531545 -6.907840 0.295 -0.112 0.107
H -3.461307 3.494594 -1.812819 -0.722 0.001 -0.293
H -3.231579 3.392412 2.425394 -0.501 -0.497 0.544
H -2.482248 -5.863184 -4.222871 -0.019 -0.265 0.194
H -1.729097 7.080564 3.280077 0.314 0.764 0.257
H 1.298832 -1.521740 6.146515 0.222 0.367 0.084
H -1.180705 -3.521954 4.636370 0.844 -0.161 -0.420
H 3.805930 3.194915 -5.262603 -0.719 0.136 0.061
H -6.446413 2.023245 1.108758 0.553 -0.314 -0.477
H 0.397327 -3.506446 -2.479387 0.366 -0.083 -0.270
H -5.743417 0.374910 1.969451 -0.149 -0.739 -0.087
H -2.617643 -6.175201 7.152426 -0.229 -0.174 0.093
H 1.230248 -3.093028 -4.550528 0.184 -0.101 0.086
H -0.783934 3.794580 -6.613962 0.159 0.732 -0.087
H 6.102297 -2.993259 -3.499243 0.117 0.456 0.207
H -2.263079 -2.942660 1.434308 -0.456 -0.035 -0.541
H -1.657593 1.633661 0.146758 -0.466 -0.146 0.390
```
Positions in Å, forces in eV/Å.

Properties
- LUMO energy (eV) = -0.352
- F_max (hartree/bohr) = 0.0806
- HOMO energy (eV) = -9.5185